5 unconnected molecules or ions with the total composition C24H31N3O12S2 at a distorted geometry. Source: the Open Molecules 2025 dataset; level of theory: wB97M-V/def2-TZVPD.

HOMO-LUMO gap = 0.3266 Eh
Structure (SMILES) = O=[N+]([O-])c1ccccc1.O=[N+]([O-])c1ccccc1.O=[N+]([O-])c1ccccc1.CCOS(C)(=O)=O.CCOS(C)(=O)=O
Total charge = 0
E_HOMO = -9.76 eV

The geometry in XYZ format:
```
72
Properties=species:S:1:pos:R:3:forces:R:3:lowdin_charge:R:1
O 5.0126 -6.8009 -2.3491 -0.6 0.3 0.4 0.08
N 4.0742 -6.1432 -1.9235 -0.1 -0.2 -0.3 -0.34
O 3.2095 -6.5428 -1.1560 0.7 0.2 -0.6 0.08
C 3.9879 -4.7242 -2.3719 -0.5 0.0 0.6 -0.14
C 2.9011 -3.9571 -1.9705 -0.4 -0.3 0.4 -0.01
C 2.9404 -2.5923 -2.1388 0.7 0.9 -0.8 -0.07
C 4.0580 -1.9900 -2.7515 0.0 -0.8 -0.5 -0.07
C 5.0900 -2.7884 -3.2398 -0.6 0.0 0.4 -0.06
C 5.0378 -4.1664 -3.0400 1.2 0.1 0.0 -0.01
H 2.0426 -4.4321 -1.5154 0.1 0.0 0.1 0.12
H 2.1207 -1.9383 -1.8745 -0.2 -0.2 0.2 0.09
H 4.1192 -0.9327 -2.9707 -0.3 0.1 0.3 0.11
H 5.9343 -2.3378 -3.7406 0.0 -0.1 0.0 0.11
H 5.8892 -4.7897 -3.2809 -0.1 0.0 -0.2 0.12
O -1.7549 8.3195 1.2896 0.0 -0.4 -0.1 0.07
N -2.6723 7.5154 1.3083 -0.3 1.0 0.5 -0.35
O -3.7203 7.7128 1.9058 0.3 -0.3 -0.3 0.07
C -2.5242 6.2664 0.5665 0.3 -0.3 -0.3 -0.15
C -3.6418 5.4614 0.4348 -0.2 0.2 -0.4 0.00
C -3.5659 4.3699 -0.4206 1.1 -1.0 1.1 -0.05
C -2.2978 3.9681 -0.8529 -0.1 0.5 0.1 -0.08
C -1.1384 4.7217 -0.5933 -1.4 -0.5 -1.3 -0.06
C -1.2851 5.9613 0.0050 0.0 0.0 0.1 0.01
H -4.5441 5.7629 0.9454 -0.1 -0.1 -0.1 0.12
H -4.3491 3.6306 -0.5178 -0.4 0.4 -0.2 0.11
H -2.2198 3.0783 -1.4639 0.1 -0.1 0.1 0.09
H -0.2743 4.3223 -1.1067 0.6 0.6 0.5 0.10
H -0.5078 6.7111 -0.0138 0.1 -0.1 0.4 0.12
O -7.9743 -3.0357 0.4192 0.3 -0.3 0.4 0.08
N -7.2121 -3.5350 1.2317 0.2 0.1 -0.2 -0.35
O -7.5385 -4.2166 2.1873 -0.1 0.3 -0.3 0.07
C -5.7631 -3.3033 1.0241 1.0 -1.3 -1.3 -0.12
C -5.2624 -3.0018 -0.2599 -0.6 2.2 1.1 0.01
C -3.9219 -2.6571 -0.3445 0.3 -1.1 -0.6 -0.07
C -3.0380 -3.0383 0.6520 0.4 0.1 0.2 -0.10
C -3.4968 -3.6564 1.7937 -0.5 -0.1 -0.1 -0.06
C -4.8676 -3.7488 1.9904 -0.6 -0.3 0.4 0.00
H -5.8796 -2.6844 -1.0901 -0.4 -0.4 0.2 0.12
H -3.5508 -2.2729 -1.2864 0.0 0.1 0.1 0.11
H -1.9684 -2.8811 0.6099 -0.1 0.1 -0.5 0.09
H -2.7734 -4.0909 2.4685 -0.2 0.2 0.3 0.12
H -5.3138 -4.2485 2.8415 0.3 0.2 0.2 0.12
C 4.7401 -0.7736 1.1087 -0.8 0.2 0.1 -0.06
C 3.4995 -0.0314 1.6280 1.6 -0.8 0.0 -0.27
O 2.9046 0.7145 0.5561 -0.6 1.6 -0.2 -0.28
S 2.8489 2.3441 0.7823 0.3 -0.6 -1.1 0.60
C 4.5847 2.7176 0.6039 0.3 -0.1 1.3 -0.11
O 2.1946 2.9491 -0.3518 0.3 -1.0 0.7 -0.28
O 2.3444 2.5750 2.0962 0.2 0.2 0.1 -0.27
H 5.5433 -0.1257 0.7628 0.0 0.0 0.0 0.07
H 4.3671 -1.3959 0.2943 0.5 -0.2 -0.1 0.06
H 5.0917 -1.3907 1.9367 0.2 -0.1 -0.2 0.09
H 2.8440 -0.8424 1.9452 -0.6 0.6 0.2 0.13
H 3.7966 0.6112 2.4552 -0.5 0.0 0.1 0.11
H 5.1967 2.2680 1.3919 -0.4 -0.5 0.0 0.07
H 4.7445 3.7728 0.8231 -0.3 0.2 -0.8 0.08
H 4.9206 2.3103 -0.3428 -0.1 0.5 -0.2 0.08
C -0.4005 0.5585 -1.7754 -0.6 0.8 0.6 -0.04
C -0.4014 -0.3133 -0.5343 1.3 -0.4 -0.2 -0.29
O -1.6949 -0.1576 0.0511 -0.4 -0.5 1.1 -0.27
S -1.8215 -0.0549 1.6805 -0.3 1.0 0.0 0.61
C -0.9030 1.4782 1.9214 -0.4 -0.5 0.6 -0.09
O -3.2037 0.2496 1.9451 0.9 -0.4 -0.5 -0.27
O -1.2081 -1.1702 2.3505 0.2 0.4 -0.7 -0.28
H -1.3880 0.4601 -2.2301 0.1 -0.1 -0.3 0.09
H 0.3747 0.4136 -2.5222 0.1 -0.3 0.2 0.08
H -0.3392 1.5887 -1.4126 0.1 0.1 -0.3 0.06
H -0.1261 -1.3500 -0.7616 -0.8 -0.2 0.0 0.11
H 0.3861 -0.0465 0.1764 -0.1 0.4 -0.1 0.09
H -0.7881 1.6434 2.9924 -0.2 -0.1 0.0 0.08
H -1.5715 2.2293 1.5091 0.3 0.2 -0.2 0.06
H 0.1030 1.4732 1.5195 -0.1 -0.1 -0.3 0.03
```
Forces are in eV/Å.


A molecular structure, C18H50O20PS5 at a distorted geometry. Source: the Open Molecules 2025 dataset; level of theory: wB97M-V/def2-TZVPD.

HOMO-LUMO gap = 0.2979 Eh
Relative energy (zero: lowest compared OMol25 entry of this formula, charge and spin) = 2.39 kcal/mol
Total charge = -1
E_HOMO = -6.11 eV

The geometry in XYZ format:
```
94
Properties=species:S:1:pos:R:3:forces:R:3:lowdin_charge:R:1
O -0.1290 0.1329 0.3002 1.4 2.3 1.1 -0.52
H 0.4073 0.9268 0.1087 -2.2 -5.0 0.9 -0.14
O 1.7792 -3.2683 4.0455 -0.7 1.6 -0.1 -0.30
S 1.1680 -2.0469 3.5348 1.0 -0.3 -2.1 0.78
O 0.2996 -1.1877 4.3617 4.7 -3.2 -1.8 -0.35
O 2.4373 -1.1359 2.9380 -0.8 -0.3 1.4 -0.24
C 2.0168 0.1579 2.4734 0.7 0.2 -0.6 -0.29
C 3.1768 1.1172 2.3515 -0.2 0.9 0.1 -0.04
C 0.2888 -2.4196 1.9430 5.4 1.6 5.6 -0.19
H 1.2142 0.5758 3.0810 0.8 0.0 0.4 0.10
H 1.5909 0.0633 1.4745 -0.1 -0.6 0.3 0.08
H 3.4418 1.6336 3.2742 0.3 -0.5 0.2 0.08
H 2.8157 1.9373 1.7310 0.1 0.0 0.1 0.05
H 4.0593 0.7534 1.8252 0.0 -0.4 0.3 0.09
H 0.9932 -2.9936 1.3409 0.2 0.3 0.7 0.08
H -0.0056 -1.4463 1.5504 0.0 -0.3 0.1 0.04
H -0.4768 -3.1410 2.2287 2.3 1.2 3.0 0.00
O -2.5621 -1.5038 2.3635 0.3 -2.6 -2.9 -0.32
S -2.2528 -2.2996 1.1512 -2.2 1.9 -1.9 0.83
O -1.2433 -3.3643 1.2254 -8.1 -2.2 -5.3 -0.31
O -3.6209 -3.0005 0.5992 1.1 -0.6 1.0 -0.28
C -4.8629 -2.2568 0.5737 0.2 -0.8 -0.9 -0.22
C -5.3881 -2.3268 -0.8919 -0.1 0.3 0.7 -0.05
C -1.8949 -1.1953 -0.3179 -2.0 -2.5 2.4 -0.14
H -4.6429 -1.2833 1.0120 -0.5 0.2 -0.4 0.11
H -5.5616 -2.8065 1.2043 0.1 0.2 0.3 0.11
H -4.5930 -2.4448 -1.6281 0.2 0.7 0.2 0.07
H -6.0270 -1.4583 -1.0524 0.2 0.1 -0.4 0.07
H -6.0205 -3.1893 -1.1024 -0.1 -0.2 0.6 0.07
H -2.0011 -1.7701 -1.2379 -1.9 0.0 1.9 0.00
H -0.8303 -0.9648 -0.3565 -2.7 -0.4 1.0 -0.04
H -2.4116 -0.2357 -0.2994 -0.4 -0.9 1.2 0.09
O 0.8408 -1.1617 -3.3374 -0.4 -2.0 0.1 -0.33
S 0.1282 -2.0762 -2.4715 1.9 -1.6 1.8 0.79
O -1.3370 -1.9837 -2.4522 3.5 -2.6 -3.9 -0.30
O 0.6052 -3.6649 -2.7696 -1.8 1.1 0.3 -0.25
C 1.9899 -3.9469 -2.6364 1.2 0.6 -1.3 -0.31
C 2.2959 -5.2976 -3.2697 -0.3 -0.8 0.8 -0.07
C 0.8468 -1.7930 -0.7326 0.4 -3.6 -3.9 -0.08
H 2.4000 -3.8711 -1.6293 -0.6 -0.2 0.3 0.11
H 2.4996 -3.1647 -3.1990 0.3 0.0 -0.1 0.11
H 1.8572 -5.4581 -4.2545 0.1 0.4 0.0 0.08
H 1.9313 -6.0988 -2.6269 -0.5 0.0 0.0 0.07
H 3.3574 -5.5450 -3.2804 0.2 0.6 -0.3 0.08
H 0.5376 -2.6273 -0.1029 -0.1 0.3 -1.1 0.04
H 0.3574 -0.8592 -0.4562 1.4 1.1 0.7 -0.08
H 1.9327 -1.7037 -0.7651 0.0 -0.1 -0.4 0.10
O -2.1813 2.5807 -3.4987 1.8 -1.5 0.1 -0.30
S -1.2646 1.4410 -3.5526 -0.1 -0.4 -1.4 0.72
O -1.4819 0.4039 -4.5683 0.2 1.6 1.5 -0.30
O 0.2662 2.0434 -3.7873 -2.5 1.6 0.0 -0.23
C 1.3192 1.2145 -4.1057 2.4 -2.2 0.1 -0.34
C 2.5802 1.8861 -4.6509 -0.3 0.5 0.3 -0.04
C -1.0579 0.6920 -1.9206 -0.2 1.7 -1.7 -0.12
H 1.0961 0.3399 -4.7167 -0.8 0.7 -0.5 0.10
H 1.6289 0.7073 -3.1919 0.2 0.3 0.2 0.09
H 2.3576 2.6156 -5.4296 0.1 0.2 0.1 0.08
H 3.2871 1.1708 -5.0714 -0.4 -0.4 -0.1 0.08
H 3.1326 2.3155 -3.8150 -0.2 0.6 -0.2 0.04
H -0.4543 -0.2063 -2.0500 -0.6 1.9 0.1 0.01
H -2.0635 0.4610 -1.5692 0.5 0.5 -0.7 0.08
H -0.5614 1.4325 -1.2935 -1.0 -0.3 -0.9 0.06
O -3.5711 2.1223 2.9630 2.3 -1.3 1.0 -0.33
S -2.3298 1.5894 3.5666 0.4 -0.5 0.1 0.72
O -1.5250 2.4465 4.4307 -0.8 -0.4 -0.8 -0.32
O -2.7284 0.2635 4.4430 -1.7 3.5 -2.4 -0.28
C -1.7236 -0.3859 5.1354 -0.6 -0.7 2.1 -0.32
C -2.2798 -1.8002 5.0888 -0.7 -0.8 1.2 -0.07
C -1.1560 0.8099 2.3111 -2.0 1.5 0.4 -0.09
H -1.7106 0.0157 6.1486 -0.2 -0.1 0.4 0.12
H -0.6868 -0.2985 4.8107 -2.3 1.3 0.0 0.02
H -3.1887 -1.8760 5.6856 -0.1 0.5 0.6 0.07
H -1.6534 -2.5694 5.5407 0.4 0.0 -0.5 0.08
H -2.7360 -2.0422 4.1290 1.1 -0.2 0.3 0.05
H -0.8950 1.5920 1.5982 -0.3 0.2 0.9 0.07
H -1.7332 0.0823 1.7405 0.3 0.9 0.8 0.03
H -0.2661 0.3817 2.7725 -1.2 0.3 0.1 0.03
C 1.0926 2.0457 -0.0863 2.3 4.4 -0.4 -0.11
O 1.7478 3.2167 0.5161 0.4 1.0 -1.5 -0.20
P 2.0060 4.5230 -0.4014 0.9 1.0 -1.2 0.52
O 2.7303 5.6613 0.2649 -1.2 -2.3 -0.8 -0.27
O 2.7306 3.9836 -1.8189 -0.4 -0.6 1.7 -0.26
C 4.1955 3.8558 -1.9637 -0.8 1.8 0.4 -0.08
O 0.5440 4.8941 -1.0031 1.2 -0.4 0.3 -0.21
C -0.1557 6.0454 -0.5325 -0.6 0.6 0.6 -0.10
H 0.1044 1.9930 0.3707 0.5 1.8 0.3 0.11
H 1.7062 1.1663 0.1094 0.7 0.9 0.1 0.12
H 0.9237 2.1063 -1.1615 0.7 0.6 0.0 0.10
H 4.6091 4.3910 -1.1089 0.4 0.1 -0.3 0.07
H 4.3756 4.3812 -2.9015 0.3 0.2 0.2 0.09
H 4.7077 2.8984 -2.0602 -1.1 -0.6 0.3 0.08
H -0.4243 6.7508 -1.3189 0.6 -0.2 -0.4 0.09
H 0.4054 6.5682 0.2420 0.1 0.0 -0.1 0.08
H -1.1259 5.7830 -0.1107 0.1 -0.6 0.1 0.09
```
Forces are in eV/Å.